Record 1
The following is a quantum chemistry calculation of C24H28N4O4 in the gas phase, from OMol25.

Geometry as XYZ:
```
60
Properties=species:S:1:pos:R:3:forces:R:3
C 3.355208 4.606837 -0.887580 -0.15 0.29 0.35
O 3.401109 3.479549 -1.746652 -0.07 -0.46 -0.32
C 2.408467 2.575942 -1.579611 -0.08 0.33 0.29
O 1.535097 2.697812 -0.743363 0.19 0.05 -0.13
C 2.523397 1.463529 -2.492118 -0.48 -0.63 -0.13
N 3.584023 1.280325 -3.349175 0.15 0.22 0.08
C 3.409339 0.118565 -4.028500 -0.39 -0.30 0.07
C 4.234981 -0.469161 -4.982340 0.13 -0.14 -0.20
C 3.849581 -1.689662 -5.483205 0.21 0.30 0.05
C 2.692312 -2.326387 -5.025693 -0.26 -0.08 0.11
C 1.855104 -1.765252 -4.083866 0.15 -0.09 -0.15
C 0.659525 -2.506573 -3.586652 -0.16 0.01 -0.11
C 2.198166 -0.489129 -3.595290 0.39 0.12 -0.20
C 1.636261 0.401355 -2.634160 0.49 0.79 -0.10
N 0.449005 0.332768 -1.915379 0.21 0.09 0.47
C -0.804110 0.208485 -2.430072 -0.15 -0.04 0.13
O -1.070820 -0.076387 -3.575700 -0.09 0.12 -0.19
C -1.877552 0.494444 -1.381636 -0.09 -0.06 -0.01
N -1.364059 0.344380 -0.038628 -0.21 0.10 -0.03
C -1.262678 -1.049156 0.358133 0.18 -0.15 0.19
C -0.528856 -1.128189 1.701164 -0.06 -0.23 -0.19
N -1.177755 -0.349524 2.732447 0.28 0.08 0.04
C -2.194798 -0.909139 3.503416 -0.11 -0.02 0.29
C -2.767725 -2.152008 3.220463 0.08 0.05 -0.09
C -3.761455 -2.695229 4.012849 -0.10 -0.06 0.07
C -4.229026 -2.010769 5.118390 -0.01 -0.06 0.01
C -3.651655 -0.796524 5.444258 0.06 0.13 -0.06
C -2.638136 -0.254794 4.672456 0.01 0.12 0.15
O -2.099797 0.953992 5.095983 -0.48 -0.34 -0.28
C -0.770562 0.857561 5.565261 0.35 -0.03 0.15
C -1.321209 1.026445 2.290463 -0.38 0.32 -0.18
C -2.089134 1.098432 0.967605 0.17 0.15 0.24
H 4.191352 5.240372 -1.172252 -0.04 -0.04 0.01
H 3.448130 4.294826 0.154906 0.00 0.06 -0.08
H 2.410361 5.140155 -1.010756 0.10 -0.02 0.02
H 4.355131 1.919434 -3.436223 -0.04 -0.07 0.02
H 5.142921 0.017632 -5.303782 0.10 0.03 -0.06
H 4.458808 -2.180436 -6.227491 0.07 -0.02 -0.06
H 2.452372 -3.302901 -5.420425 -0.06 -0.11 0.00
H -0.247491 -2.024186 -3.946677 -0.02 -0.09 0.05
H 0.632223 -2.497017 -2.497843 -0.06 -0.05 0.10
H 0.673112 -3.536577 -3.933814 0.04 -0.08 0.03
H 0.467910 0.816737 -1.016677 -0.08 -0.20 -0.14
H -2.184292 1.534166 -1.532100 -0.01 -0.05 0.00
H -2.751883 -0.142404 -1.593421 0.12 0.06 -0.05
H -2.263289 -1.508468 0.442425 0.06 0.03 -0.05
H -0.697703 -1.592548 -0.402495 -0.02 -0.04 0.02
H 0.472071 -0.702600 1.565644 -0.02 -0.10 -0.04
H -0.418877 -2.162687 2.027472 0.04 0.04 -0.02
H -2.445751 -2.709027 2.354905 0.04 0.01 -0.09
H -4.180630 -3.655449 3.749932 -0.03 -0.07 -0.03
H -5.017090 -2.421325 5.730261 -0.07 -0.03 0.06
H -3.968117 -0.247773 6.318532 0.00 0.08 0.08
H -0.719541 0.222617 6.456911 -0.01 0.05 -0.05
H -0.466341 1.870522 5.823288 0.05 -0.04 0.02
H -0.101348 0.454112 4.800521 -0.02 0.03 0.03
H -0.319727 1.440452 2.135011 -0.05 0.05 0.01
H -1.838725 1.610792 3.048528 0.11 -0.03 -0.05
H -3.112779 0.709334 1.116244 0.04 0.05 -0.02
H -2.153055 2.139713 0.646110 -0.05 0.00 -0.01
```
Positions in Å, forces in eV/Å.

Its energy above the lowest of the compared OMol25 structures with the same formula, charge and spin is 260.2 kJ/mol. The energy comes out at -39493.527 eV. As for the max |F|: 0.93 eV Å⁻¹. As for the total charge: 0. For the HOMO energy, the calculation gives -7.7 eV. As for the spin multiplicity: 1.

---

Record 2
The following is a quantum chemistry calculation of C24H28N4OS in the gas phase, from OMol25.

Geometry as XYZ:
```
58
Properties=species:S:1:pos:R:3:forces:R:3
C -2.007624 -3.174250 -0.277881 0.08 0.12 -0.27
C -1.271037 -1.912198 -0.730731 -0.19 -0.01 0.05
N 0.156197 -2.121223 -0.587716 0.09 0.00 0.14
C 0.949738 -2.394291 -1.657413 0.04 -0.05 0.29
O 0.570163 -2.343607 -2.810273 -0.18 0.01 -0.40
N 2.252330 -2.745570 -1.370387 0.34 -0.17 -0.45
C 2.982200 -2.665986 -0.184359 0.13 0.03 0.39
C 2.769497 -1.663228 0.760370 -0.03 0.03 -0.10
C 3.533586 -1.619777 1.912515 0.04 -0.07 0.08
C 4.524218 -2.559889 2.136985 0.05 0.03 0.11
C 4.760163 -3.540933 1.187755 0.04 0.05 -0.01
C 3.999261 -3.594770 0.036412 -0.11 0.03 -0.05
C -1.700723 -0.666728 0.082461 0.01 -0.06 -0.22
C -3.173932 -0.710046 0.351412 -0.24 -0.06 0.54
C -4.185767 -0.436811 -0.515284 0.29 -0.04 0.10
C -5.465602 -0.581482 0.066756 -0.17 -0.08 0.10
C -5.408635 -0.961991 1.366895 0.23 -0.10 0.28
S -3.787388 -1.146417 1.911890 -0.14 0.21 -0.60
N -1.432940 0.600640 -0.596075 0.06 -0.10 0.05
C -0.143236 0.722120 -1.253051 0.13 0.16 -0.26
C -0.082712 2.069195 -1.980990 0.18 -0.28 0.05
N -0.264008 3.187549 -1.083998 -0.16 0.07 -0.33
C 0.814720 3.717121 -0.386079 0.27 0.21 0.06
C 0.642705 4.878223 0.379056 -0.12 -0.03 0.06
C 1.701948 5.465298 1.038889 0.00 -0.02 0.05
C 2.974825 4.925380 0.954388 0.16 0.02 0.04
C 3.166343 3.790808 0.187489 0.09 0.12 0.10
C 2.108763 3.192330 -0.471599 -0.14 -0.17 -0.12
C -1.542688 3.045870 -0.421636 -0.15 -0.16 0.39
C -1.615107 1.711151 0.325562 -0.20 0.34 -0.04
H -1.885301 -3.326566 0.793584 -0.01 -0.06 0.12
H -3.067563 -3.108764 -0.502918 -0.10 -0.04 0.06
H -1.597345 -4.033095 -0.804549 0.06 -0.06 -0.02
H -1.466567 -1.740675 -1.792539 0.02 0.03 0.13
H 0.472999 -2.409261 0.325628 0.06 -0.01 -0.05
H 2.738864 -3.131148 -2.167935 -0.19 0.12 0.05
H 2.032276 -0.896843 0.577346 -0.05 0.06 -0.02
H 3.359279 -0.834536 2.633245 -0.02 0.07 0.05
H 5.117087 -2.520551 3.037716 0.05 0.00 0.08
H 5.541450 -4.269513 1.345111 0.06 -0.06 0.00
H 4.187116 -4.358019 -0.704996 -0.02 -0.11 -0.06
H -1.165521 -0.717072 1.054121 0.00 -0.01 -0.08
H -4.013501 -0.136768 -1.532029 0.08 0.10 -0.21
H -6.385482 -0.410045 -0.463050 -0.18 0.02 -0.06
H -6.214649 -1.148218 2.048010 -0.23 -0.01 0.09
H -0.029506 -0.067195 -1.992534 0.06 -0.02 0.00
H 0.686011 0.660383 -0.525845 0.00 -0.03 -0.07
H 0.854947 2.169739 -2.526201 -0.04 -0.01 -0.02
H -0.902374 2.102679 -2.705928 0.08 -0.05 -0.02
H -0.330108 5.341820 0.441096 -0.07 0.03 -0.03
H 1.532618 6.360785 1.619770 -0.02 0.07 0.03
H 3.802430 5.385304 1.472586 0.07 0.04 0.04
H 4.151781 3.354246 0.104444 0.06 -0.03 -0.02
H 2.306986 2.303290 -1.049545 -0.04 -0.08 -0.04
H -1.710169 3.858629 0.282177 -0.03 -0.01 -0.08
H -2.327162 3.071743 -1.183937 -0.03 0.04 0.08
H -2.593358 1.617327 0.801349 0.06 0.03 0.03
H -0.841000 1.703567 1.117509 -0.06 -0.02 -0.03
```
Positions in Å, forces in eV/Å.

Its energy above the lowest of the compared OMol25 structures with the same formula, charge and spin is 48.0 kJ/mol. The energy comes out at -44186.406 eV. As for the max |F|: 0.65 eV Å⁻¹. As for the total charge: 0. For the HOMO energy, the calculation gives -7.6 eV. As for the spin multiplicity: 1.

---

Record 3
The following is a quantum chemistry calculation of a gas-phase ion, C24H28N5 (charge +1) in a non-equilibrium geometry, from OMol25.

Geometry as XYZ:
```
57
Properties=species:S:1:pos:R:3:forces:R:3
C 0.458274 1.320166 5.248005 0.62 0.23 0.06
N -0.892450 0.994001 4.870939 0.72 0.00 0.00
C -1.958845 1.238616 5.788718 -0.89 0.31 1.21
C -3.210312 0.909341 5.022163 -0.69 -0.24 -0.57
N -2.699154 0.624718 3.683351 0.64 -0.16 -0.90
C -3.612272 0.075414 2.676515 0.25 -0.05 -0.08
C -1.320462 0.646541 3.656038 0.03 -0.32 -0.56
N -0.520092 0.381046 2.585400 0.54 -0.31 0.46
C 1.154211 0.244756 2.249309 0.88 -0.90 -0.81
C 1.595581 1.560944 1.649120 -1.13 0.44 -0.22
C 0.922152 2.718008 1.972230 0.90 0.13 -0.47
N 1.500363 3.791637 1.327615 -0.59 -0.10 0.05
C 1.172805 5.172117 1.634320 -0.42 -0.31 0.37
C 2.544747 3.359592 0.530101 -0.32 -1.01 1.53
C 3.537846 4.141004 -0.020103 1.16 -0.27 -0.85
C 4.670752 3.473910 -0.527329 -0.40 0.50 -0.06
C 4.765131 2.070757 -0.475573 -0.45 -0.35 0.23
C 3.762975 1.300229 0.146558 0.97 0.47 -0.53
C 2.645832 1.932963 0.682929 -0.43 0.72 0.83
C 1.604627 -0.952178 1.371493 -1.56 0.15 -0.28
C 1.790577 -1.019253 -0.011275 0.11 -0.91 0.39
N 2.314019 -2.269054 -0.354697 -0.78 1.01 0.57
C 2.799703 -2.653787 -1.662539 0.16 -0.03 -0.43
C 2.461354 -3.041044 0.795868 0.13 1.82 0.12
C 3.273158 -4.137972 0.978440 0.43 -0.74 0.87
C 3.556537 -4.498336 2.302949 0.20 -0.56 -0.41
C 3.005227 -3.811568 3.389341 -0.64 0.65 0.47
C 2.186886 -2.683459 3.195191 0.79 -0.80 0.14
C 1.989875 -2.256358 1.887984 0.11 0.47 -0.36
H 1.052003 1.301908 4.331082 0.11 0.17 0.60
H 0.508051 2.348509 5.675076 -0.09 -0.72 -0.21
H 0.851973 0.587552 5.984559 -0.18 0.48 -0.44
H -1.911621 0.643621 6.695222 0.41 -0.32 0.06
H -2.004615 2.265571 6.144426 0.42 0.32 -0.22
H -3.739839 0.032049 5.412884 0.17 0.01 -0.08
H -3.942059 1.725753 5.001931 0.23 -0.06 -0.08
H -2.979045 -0.363560 1.875487 -0.77 0.12 0.39
H -4.247577 -0.716498 3.159680 0.62 0.66 -0.59
H -4.272553 0.876059 2.253609 0.59 -0.71 0.34
H -1.034502 0.371294 1.716107 0.17 -0.16 -0.08
H 1.721916 0.058114 3.190550 -1.16 0.14 -0.31
H 0.070890 2.827554 2.652357 0.46 0.21 -0.49
H 1.755091 5.844889 1.020282 -0.02 0.06 -0.12
H 0.100335 5.332508 1.449561 0.37 0.15 0.08
H 1.405940 5.369558 2.691194 -0.11 0.11 -0.31
H 3.441708 5.226442 -0.029690 0.24 -0.31 -0.08
H 5.503507 4.056931 -0.957726 -0.61 -0.37 0.25
H 5.645882 1.568528 -0.904249 -0.50 0.30 0.32
H 3.896019 0.235008 0.255769 0.09 -0.03 -0.01
H 1.638157 -0.265547 -0.793074 0.05 -0.42 0.49
H 3.176886 -3.684520 -1.606853 -0.22 0.44 -0.12
H 2.002830 -2.603936 -2.416119 0.15 -0.09 0.24
H 3.621156 -2.001543 -1.994514 -0.19 -0.18 0.17
H 3.745842 -4.648119 0.142306 -0.12 0.01 0.26
H 4.250531 -5.333875 2.504387 -0.53 0.52 -0.20
H 3.238361 -4.123449 4.415903 -0.09 0.06 -0.55
H 1.809490 -2.094048 4.031331 0.14 -0.25 -0.09
```
Positions in Å, forces in eV/Å.

Its energy above the lowest of the compared OMol25 structures with the same formula, charge and spin is 58.4 kJ/mol. The energy comes out at -32786.482 eV. As for the max |F|: 1.86 eV Å⁻¹. As for the total charge: +1. For the HOMO energy, the calculation gives -10.3 eV. As for the spin multiplicity: 1.